(1)
This record from the Open Molecules 2025 dataset describes C57H47ClCrN3O2P3Se as an isolated structure. The level of theory is ωB97M-V/def2-TZVPD.

Properties
LUMO energy (spin up / spin down) in eV: -0.11 / -0.28
Multiplicity: 5
Total charge: 0
Kohn-Sham gap (spin up / spin down) in eV: 5.11 / 6.90

```
115
Properties=species:S:1:pos:R:3:mulliken_charge:R:1
Cr -0.686 -0.587 -0.286 -0.051
Cl 2.761 -5.505 3.796 -0.258
C 1.730 -4.310 3.063 -0.129
C 0.800 -3.621 3.860 -0.528
C -0.018 -2.671 3.318 -0.606
C 0.048 -2.330 1.938 0.120
O -0.742 -1.413 1.493 0.620
C 0.969 -3.066 1.144 0.990
C 1.081 -2.899 -0.273 -0.614
O 0.500 -2.059 -0.977 -0.049
C 1.800 -4.048 1.728 -1.086
H 0.739 -3.855 4.915 0.460
H -0.736 -2.138 3.928 0.511
H 1.749 -3.601 -0.791 0.194
H 2.494 -4.594 1.101 0.493
C -2.473 1.949 -2.011 -1.841
C -3.454 1.388 -0.974 -1.087
P -2.592 0.702 0.491 2.579
C -3.818 -0.304 1.374 0.848
C -3.635 -0.507 2.741 -0.857
C -4.476 -1.355 3.442 -0.629
C -5.508 -2.011 2.785 -0.693
C -5.696 -1.814 1.426 -0.545
C -4.853 -0.967 0.722 -0.544
C -2.357 2.127 1.599 -0.329
C -1.079 2.490 2.008 0.806
C -0.907 3.581 2.854 -0.615
C -2.004 4.304 3.293 -0.727
C -3.285 3.939 2.892 -0.866
C -3.460 2.853 2.052 -0.812
P -0.866 1.019 -2.204 3.472
C 0.294 2.433 -2.314 0.297
C 1.125 2.629 -3.411 -0.409
C 1.921 3.765 -3.497 -1.126
C 1.875 4.724 -2.499 -0.683
C 1.054 4.530 -1.396 -1.048
C 0.286 3.385 -1.294 0.239
C -0.774 0.372 -3.900 -0.359
C 0.009 -0.762 -4.100 0.304
C 0.176 -1.279 -5.376 -1.198
C -0.455 -0.678 -6.454 -0.589
C -1.235 0.455 -6.262 -1.026
C -1.382 0.986 -4.991 -0.761
H -2.178 2.960 -1.722 0.498
H -2.957 2.025 -2.986 0.615
H -4.041 0.577 -1.408 0.470
H -4.147 2.169 -0.656 0.717
H -2.825 -0.004 3.257 0.443
H -4.321 -1.509 4.502 0.411
H -6.156 -2.685 3.329 0.400
H -6.480 -2.341 0.900 0.458
H -4.995 -0.866 -0.347 0.195
H -0.231 1.906 1.659 -0.278
H 0.088 3.859 3.176 0.503
H -1.867 5.149 3.954 0.407
H -4.144 4.496 3.242 0.427
H -4.461 2.557 1.759 0.452
H 1.162 1.897 -4.209 0.371
H 2.569 3.898 -4.353 0.437
H 2.484 5.615 -2.572 0.410
H 1.031 5.261 -0.599 0.462
H -0.317 3.222 -0.409 0.095
H 0.466 -1.259 -3.251 0.325
H 0.774 -2.169 -5.521 0.494
H -0.345 -1.094 -7.447 0.389
H -1.723 0.928 -7.103 0.412
H -1.971 1.885 -4.857 0.426
Se -2.982 -1.721 -2.737 0.172
N -2.339 -1.816 -1.002 -0.136
C -2.923 -2.945 -0.475 -0.333
C -2.800 -3.400 0.846 0.575
C -3.461 -4.536 1.269 -1.241
C -4.295 -5.253 0.401 -0.651
C -4.480 -4.810 -0.887 -0.845
C -3.822 -3.648 -1.343 0.833
N -4.040 -3.149 -2.580 -0.986
H -2.227 -2.828 1.559 0.356
H -3.344 -4.859 2.295 0.478
H -4.802 -6.145 0.746 0.403
H -5.135 -5.325 -1.577 0.487
N 0.802 0.528 0.267 1.225
P 2.331 0.565 0.372 -0.100
C 3.231 -0.566 -0.739 0.820
C 4.043 -1.608 -0.302 -0.857
C 4.600 -2.496 -1.215 -0.797
C 4.352 -2.350 -2.571 -0.840
C 3.541 -1.313 -3.018 -0.793
C 2.985 -0.432 -2.106 -0.676
C 3.121 2.193 0.106 1.164
C 4.058 2.471 -0.879 -0.429
C 4.660 3.724 -0.944 -0.688
C 4.336 4.702 -0.021 -0.634
C 3.396 4.433 0.970 -0.679
C 2.794 3.190 1.028 -0.443
C 2.978 0.209 2.042 0.487
C 4.337 0.287 2.353 -0.627
C 4.775 0.019 3.638 -0.787
C 3.858 -0.316 4.631 -0.764
C 2.506 -0.367 4.334 -0.499
C 2.070 -0.101 3.042 -0.024
H 4.227 -1.746 0.755 0.408
H 5.224 -3.308 -0.862 0.453
H 4.786 -3.043 -3.279 0.401
H 3.335 -1.197 -4.074 0.465
H 2.333 0.364 -2.456 0.551
H 4.334 1.710 -1.599 0.354
H 5.388 3.928 -1.718 0.431
H 4.815 5.671 -0.066 0.378
H 3.142 5.192 1.698 0.479
H 2.073 2.976 1.809 0.209
H 5.055 0.565 1.589 0.464
H 5.830 0.075 3.872 0.436
H 4.202 -0.528 5.634 0.420
H 1.788 -0.615 5.104 0.454
H 1.013 -0.112 2.796 -0.478
```

=====

(2)
This record from the Open Molecules 2025 dataset describes a 2-piece molecular cluster, C5H13NO overall in a non-equilibrium geometry. The level of theory is ωB97M-V/def2-TZVPD.

Properties
LUMO energy in eV: 0.82
SMILES: CCC(N)=O.CC
Energy relative to the best compared isomer or geometry (same formula, charge and spin) in kcal/mol: 47.55
Total charge: 0
Kohn-Sham gap in eV: 10.61

```
20
Properties=species:S:1:pos:R:3:mulliken_charge:R:1
C 0.030 -1.320 1.085 -1.288
C 0.775 0.064 1.034 -0.512
C -0.137 1.237 0.995 0.592
N 0.484 2.351 0.588 -0.382
O -1.325 1.088 1.157 -0.604
H -0.725 -1.264 0.398 0.210
H -0.322 -1.617 2.120 0.319
H 0.659 -2.157 0.963 0.420
H 1.628 0.214 1.747 0.401
H 1.251 0.020 0.079 0.254
H 0.081 3.281 0.823 0.253
H 1.481 2.287 0.302 0.221
C 0.327 -2.105 -2.248 -0.792
C -0.479 -0.823 -2.039 -0.807
H 1.187 -2.057 -1.400 0.122
H -0.108 -2.966 -2.080 0.371
H 0.932 -2.018 -3.113 0.343
H -0.924 -0.369 -3.082 0.290
H 0.040 0.102 -1.961 0.238
H -1.065 -0.942 -1.131 0.350
```

=====

(3)
This record from the Open Molecules 2025 dataset describes C23H36Cl9NO12Zr as an isolated structure in a non-equilibrium geometry. The level of theory is ωB97M-V/def2-TZVPD.

Properties
LUMO energy in eV: -7.53
Energy relative to the best compared isomer or geometry (same formula, charge and spin) in kcal/mol: 75.05
Total charge: +2
Kohn-Sham gap in eV: 5.42

```
82
Properties=species:S:1:pos:R:3:mulliken_charge:R:1
Zr 0.678 1.856 0.793 1.956
C 1.143 2.754 -3.964 -1.932
C 0.324 1.749 -3.123 1.498
C -0.418 0.894 -4.195 -1.083
C 0.436 -0.307 -4.664 -0.728
C 0.970 -1.066 -3.472 -1.134
C 1.820 -0.225 -2.558 1.548
N 1.063 0.980 -2.156 1.926
O 1.649 1.747 -1.196 -1.063
C 3.163 0.185 -3.225 -1.628
C 2.172 -1.104 -1.349 -1.375
C -0.861 2.586 -2.516 -1.938
H 2.095 3.020 -3.486 0.366
H 0.689 3.739 -4.075 0.434
H 1.447 2.423 -4.957 0.370
H -0.668 1.413 -5.116 0.352
H -1.317 0.413 -3.801 0.140
H 1.299 -0.038 -5.281 0.315
H -0.193 -0.949 -5.284 0.508
H 1.494 -1.951 -3.837 0.491
H 0.151 -1.493 -2.876 0.250
H 3.952 0.300 -2.481 0.225
H 3.106 1.071 -3.851 0.392
H 3.540 -0.608 -3.878 0.396
H 2.693 -1.999 -1.681 0.604
H 1.297 -1.418 -0.780 0.116
H 2.827 -0.542 -0.683 -0.357
H -0.422 3.288 -1.796 0.348
H -1.663 1.980 -2.105 0.285
H -1.228 3.280 -3.270 0.581
C -1.913 -1.461 0.591 -0.035
C -0.921 -0.341 0.544 1.418
O -1.076 0.856 0.081 -0.655
O 0.227 -0.326 1.116 -0.694
H -2.206 -1.641 -0.442 -0.183
H -2.764 -1.080 1.161 0.482
H -1.542 -2.306 1.157 -0.345
C 2.111 -4.488 1.357 -0.255
Cl 3.466 -3.449 1.870 -0.133
Cl 2.339 -4.914 -0.370 -0.097
Cl 0.783 -3.393 1.549 -0.073
H 1.983 -5.376 1.963 0.461
C -4.239 -3.123 -2.788 -0.015
Cl -5.576 -3.202 -3.884 -0.079
Cl -4.783 -2.626 -1.124 -0.149
Cl -3.056 -1.952 -3.337 -0.098
H -3.747 -4.069 -2.603 0.312
C -2.992 -5.790 3.291 -0.052
Cl -2.964 -4.093 2.754 -0.055
Cl -2.434 -6.832 1.994 -0.118
Cl -4.683 -6.280 3.630 -0.099
H -2.322 -6.029 4.108 0.313
C -2.517 -0.877 4.559 0.550
C -1.992 -1.581 5.819 -0.252
O -2.737 -0.986 6.861 -0.330
C -3.205 0.194 6.451 0.604
O -3.748 0.980 7.160 -0.498
O -3.066 0.316 5.106 -0.355
H -3.136 -1.502 3.913 0.027
H -1.726 -0.573 3.864 -0.285
H -0.917 -1.379 5.883 0.246
H -2.080 -2.664 5.876 0.288
C -1.730 6.744 -0.079 -0.289
C -2.832 6.365 0.929 -0.308
O -2.426 5.021 1.319 -0.267
C -1.483 4.605 0.555 0.396
O -0.971 3.478 0.612 -0.383
O -1.186 5.456 -0.403 -0.270
H -0.923 7.342 0.342 0.274
H -2.124 7.244 -0.959 0.316
H -3.835 6.323 0.513 0.300
H -2.851 6.984 1.820 0.298
C 5.926 -0.131 1.308 -0.270
C 5.298 -0.788 2.554 -0.222
O 4.130 -0.010 2.788 -0.256
C 3.719 0.440 1.595 0.566
O 2.606 0.889 1.360 -0.334
O 4.658 0.364 0.695 -0.315
H 6.433 -0.719 0.552 0.332
H 6.509 0.765 1.516 0.253
H 5.951 -0.493 3.375 0.408
H 5.327 -1.868 2.363 0.062
```

=====

(4)
This record from the Open Molecules 2025 dataset describes one molecule with the formula C5H8S3 in a non-equilibrium geometry. The level of theory is ωB97M-V/def2-TZVPD.

Properties
LUMO energy in eV: 0.33
SMILES: S[C@@H]1[C@H]2SC[C@@H](S)[C@H]12
Energy relative to the best compared isomer or geometry (same formula, charge and spin) in kcal/mol: 114.90
Total charge: 0
Kohn-Sham gap in eV: 8.82

```
16
Properties=species:S:1:pos:R:3:mulliken_charge:R:1
S -2.941 -0.793 -0.193 -0.284
C -1.623 0.122 0.652 -0.225
C -0.638 0.920 -0.205 -0.103
S 0.513 2.156 -0.038 -0.236
C 1.697 0.929 -0.181 -0.697
C 1.041 -0.561 -0.340 -0.260
S 2.077 -1.826 0.006 -0.250
C -0.188 -0.187 0.599 -0.061
H -1.904 -1.762 -0.843 0.152
H -2.021 0.339 1.568 0.358
H -0.759 0.708 -1.292 0.281
H 2.450 1.035 0.643 0.344
H 2.343 1.243 -1.003 0.406
H 0.642 -0.522 -1.348 0.278
H 2.920 -1.060 1.053 0.137
H 0.220 0.080 1.669 0.159
```

=====

What did the second record say?
This record from the Open Molecules 2025 dataset describes a 2-piece molecular cluster, C5H13NO overall in a non-equilibrium geometry. The level of theory is ωB97M-V/def2-TZVPD.

Properties
LUMO energy in eV: 0.82
SMILES: CCC(N)=O.CC
Energy relative to the best compared isomer or geometry (same formula, charge and spin) in kcal/mol: 47.55
Total charge: 0
Kohn-Sham gap in eV: 10.61

```
20
Properties=species:S:1:pos:R:3:mulliken_charge:R:1
C 0.030 -1.320 1.085 -1.288
C 0.775 0.064 1.034 -0.512
C -0.137 1.237 0.995 0.592
N 0.484 2.351 0.588 -0.382
O -1.325 1.088 1.157 -0.604
H -0.725 -1.264 0.398 0.210
H -0.322 -1.617 2.120 0.319
H 0.659 -2.157 0.963 0.420
H 1.628 0.214 1.747 0.401
H 1.251 0.020 0.079 0.254
H 0.081 3.281 0.823 0.253
H 1.481 2.287 0.302 0.221
C 0.327 -2.105 -2.248 -0.792
C -0.479 -0.823 -2.039 -0.807
H 1.187 -2.057 -1.400 0.122
H -0.108 -2.966 -2.080 0.371
H 0.932 -2.018 -3.113 0.343
H -0.924 -0.369 -3.082 0.290
H 0.040 0.102 -1.961 0.238
H -1.065 -0.942 -1.131 0.350
```

=====

Q: What is the total charge in the second record?
A: 0

=====

Q: What is the formula in the fourth record?
A: C5H8S3